Computed, not measured: 4 unconnected molecules or ions with the total composition C22H47FN2O5, with ωB97M-V/def2-TZVPD.

Atoms and positions in Å:
C  -5.32674  -1.39894  -0.69401
C  -4.33501  -2.33268  -0.49921
C  -2.90705  -2.09760  -0.88071
O  -2.85669  -1.18251  -1.95731
C  -1.66322  -0.38826  -2.02036
C  -2.01845  1.10211  -1.90929
C  -1.24474  1.85393  -3.03778
C  -0.80716  3.23164  -2.62332
O  -1.96406  4.00858  -2.30936
C  -1.55282  5.22302  -1.72591
C  -1.92915  5.36924  -0.29599
O  -0.91254  6.02546  -2.36325
N  -1.69668  1.73491  -0.62857
C  -1.91978  0.89909  0.55190
C  -1.66847  1.77255  1.80806
C  -0.26619  1.50432  2.35343
C  -0.12651  0.15214  3.04409
C  1.33337  -0.16579  3.41248
C  2.13884  -0.55764  2.16650
C  3.66266  -0.26294  2.39796
C  4.04761  0.98890  1.58437
C  3.48279  2.28825  2.17386
H  -5.85168  -0.91578  0.12370
H  -5.65040  -1.11728  -1.69715
H  -4.60745  -3.30281  -0.08686
H  -2.39805  -1.73397  0.01368
H  -2.43396  -3.04326  -1.17567
H  -1.26112  -0.54222  -3.02252
H  -0.88876  -0.70696  -1.32674
H  -3.09083  1.20160  -2.14254
H  -0.34502  1.31580  -3.33800
H  -1.87973  1.94206  -3.92760
H  -0.07253  3.20886  -1.82192
H  -0.29257  3.70069  -3.46811
H  -1.95562  6.40918  -0.00772
H  -1.18714  4.87961  0.34602
H  -2.91230  4.89736  -0.15258
H  -2.36762  2.48806  -0.53169
H  -1.20968  0.07832  0.60400
H  -2.94893  0.51080  0.61256
H  -2.41520  1.58369  2.57679
H  -1.67437  2.80816  1.47081
H  0.43657  1.60383  1.52653
H  0.01514  2.26516  3.08309
H  -0.77975  0.12254  3.91857
H  -0.45931  -0.65680  2.38251
H  1.33226  -1.00746  4.10428
H  1.75663  0.71593  3.88976
H  1.83625  0.03654  1.30412
H  1.96153  -1.60764  1.94444
H  4.26711  -1.09868  2.04834
H  3.82205  -0.07985  3.45807
H  5.13937  1.01844  1.56108
H  3.71353  0.84811  0.55605
H  4.17716  3.10791  2.01173
H  3.33468  2.20924  3.24927
H  2.52768  2.52690  1.71616
N  -4.93255  0.58513  -4.07515
H  -5.73972  0.13868  -4.51097
H  -4.30049  0.94074  -4.79534
H  -5.24651  1.36061  -3.48706
H  -4.42502  -0.09943  -3.48206
O  3.28557  -3.68880  2.41622
C  3.70045  -4.15899  1.39725
O  2.84353  -4.35995  0.37242
C  3.26900  -4.73656  -0.93793
C  3.43497  -6.23664  -1.06803
C  5.13614  -4.61097  1.26139
H  4.17119  -4.19386  -1.22334
H  2.47774  -4.39653  -1.60475
H  4.21244  -6.61315  -0.40345
H  3.69840  -6.50453  -2.09165
H  2.50740  -6.74238  -0.79982
H  5.22767  -5.61683  1.66893
H  5.75843  -3.93524  1.84254
H  5.51349  -4.59893  0.24160
F  0.29995  6.03377  0.92917

Force components x, y, z for each atom (eV/Å):
0.32 -0.37 -0.14
-0.57 0.72 -0.22
-0.85 -1.41 -1.82
0.38 0.13 0.33
-0.60 0.39 -0.76
1.12 0.32 -0.43
-0.22 0.19 0.52
0.33 0.46 -1.29
0.31 -0.20 0.48
0.89 1.60 -0.05
-1.21 -0.54 -0.45
-0.82 -1.19 0.22
-0.70 -1.18 0.09
-0.33 0.68 0.88
0.76 -0.33 -0.55
-0.18 -0.03 0.39
0.31 -0.20 -0.24
-0.95 -0.07 -0.62
0.94 0.31 0.85
-1.11 0.19 -1.23
0.47 -0.37 0.84
0.20 -0.28 -0.29
-1.36 -1.44 0.04
1.25 1.43 -0.02
0.59 0.58 1.86
-0.10 0.17 0.09
0.25 0.06 0.04
0.05 -0.15 -0.04
-0.13 -0.02 0.25
-0.13 -0.19 0.18
0.04 -0.14 0.07
0.01 -0.06 -0.10
-0.29 -0.03 0.37
-0.02 0.04 -0.05
0.25 0.08 0.09
0.47 0.38 -0.01
-0.01 0.05 0.03
0.47 0.51 -0.07
-0.04 -0.18 -0.29
0.02 -0.25 -0.23
-0.14 0.16 0.02
-0.38 0.17 0.30
0.08 -0.02 -0.06
-0.05 0.19 -0.08
0.01 0.04 0.10
-0.16 -0.04 0.00
0.24 0.08 0.23
0.15 -0.05 0.16
-0.22 -0.04 -0.05
0.01 -0.08 -0.04
0.06 -0.14 0.23
0.29 -0.17 0.09
0.07 0.23 -0.07
0.03 0.06 -0.11
-0.15 0.21 -0.15
0.02 -0.04 0.08
-0.08 0.27 0.08
0.19 -0.24 0.18
0.01 -0.02 0.00
0.04 0.04 0.05
0.10 0.01 0.07
0.03 0.12 0.14
-0.18 0.01 0.07
0.28 -0.27 0.07
-0.24 0.22 -0.05
0.09 -0.17 -0.13
0.03 -0.05 0.13
0.16 0.35 -0.26
0.03 -0.02 0.05
-0.06 0.06 0.09
0.05 0.02 -0.05
-0.01 0.01 -0.01
-0.03 0.03 -0.05
-0.01 -0.01 0.00
-0.08 -0.07 0.16
-0.05 -0.15 0.00
0.01 -0.34 0.11

Frontier orbital gap in Eh: 0.127



Computed, not measured: a molecular structure, C22H47FNO14S5V, with ωB97M-V/def2-TZVPD.

Atoms and positions in Å:
V  3.66585  -1.61375  0.07060
N  0.49634  -0.85966  0.29563
O  0.34803  0.38815  0.09746
O  1.52457  -1.50304  -0.24895
O  -0.31345  -1.51545  1.04837
F  -0.56860  -2.51289  -3.79533
C  -1.52860  -1.51325  -3.73110
C  -1.84868  -0.94887  -2.50950
C  -2.88639  -0.04594  -2.43157
C  -3.51024  0.37847  -3.58681
C  -3.21037  -0.21276  -4.80106
C  -2.15847  -1.09615  -4.88226
H  -1.38128  -1.32895  -1.60015
H  -3.23776  0.34112  -1.48576
H  -4.43752  0.94153  -3.51019
H  -3.78488  0.04980  -5.67557
H  -1.86946  -1.52496  -5.84062
C  2.75362  -6.07322  0.50937
S  2.63479  -4.65676  1.58522
O  3.11465  -3.54341  0.72901
C  0.82658  -4.62845  1.64411
H  2.08213  -5.93497  -0.33145
H  2.58733  -6.99902  1.05945
H  3.78160  -6.12517  0.14766
H  0.51330  -3.82068  2.28786
H  0.61052  -5.61665  2.04598
H  0.45220  -4.52175  0.63169
C  2.95165  1.25867  -3.36665
S  3.62705  -0.37891  -3.27192
O  4.03909  -0.58937  -1.83476
C  2.08670  -1.19413  -3.53569
H  2.36662  1.41404  -4.26772
H  3.76303  1.98720  -3.35329
H  2.33044  1.43318  -2.48878
H  1.32771  -0.79086  -2.85081
H  2.12062  -2.25459  -3.28555
H  1.70165  -1.05713  -4.54328
C  1.65436  -0.01738  3.44723
S  2.90693  -1.28340  3.63617
O  3.59975  -1.35394  2.31305
C  3.96306  -0.36005  4.73359
H  2.08646  0.93083  3.14989
H  1.07884  0.11673  4.36428
H  0.96493  -0.39702  2.69113
H  3.95583  0.70971  4.52118
H  4.96317  -0.76271  4.84635
H  3.49251  -0.43315  5.73085
C  2.20544  2.67874  0.30213
S  3.73925  1.93552  0.83075
O  3.72832  0.48591  0.55498
C  4.81485  2.68730  -0.37166
H  1.42287  2.30169  0.96487
H  1.97252  2.42913  -0.72458
H  2.33462  3.74075  0.51527
H  4.43014  2.48424  -1.36745
H  5.77571  2.18957  -0.26468
H  4.91448  3.74370  -0.15195
C  -0.34299  5.31691  -2.31892
S  -0.39788  3.83773  -3.36118
O  1.00587  3.59808  -3.76841
C  -0.83439  2.67764  -2.08717
H  -1.10585  5.24213  -1.55313
H  -0.47142  6.16761  -2.97821
H  0.65223  5.35542  -1.87852
H  -1.72962  3.06817  -1.59378
H  -0.10434  2.59920  -1.27329
H  -0.99668  1.69034  -2.48927
C  -0.60066  4.71559  2.03822
O  -1.38185  3.67497  1.47020
C  -1.36138  2.51938  2.13209
O  -0.64817  2.25999  3.01295
O  -2.26302  1.72914  1.64586
C  -2.42547  0.56379  2.39720
H  -0.79353  5.60369  1.43842
H  0.45776  4.47376  1.98853
H  -0.89867  4.94592  3.05768
H  -2.94690  0.79671  3.32945
H  -1.46593  0.11333  2.59943
H  -3.09301  -0.13312  1.92412
C  -3.04655  -2.69240  1.37500
O  -4.32869  -3.16572  1.58991
C  -5.26190  -2.30897  1.95652
O  -5.13922  -1.15715  2.17533
O  -6.37041  -2.94718  2.02352
C  -7.51908  -2.13272  2.11471
H  -2.61562  -2.30788  2.29506
H  -3.09533  -1.91270  0.63150
H  -2.40432  -3.48255  1.01345
H  -7.74780  -1.94862  3.16540
H  -8.33876  -2.71075  1.70658
H  -7.36081  -1.20730  1.57574

Force components x, y, z for each atom (eV/Å):
-1.66 1.56 0.88
-0.03 0.31 0.86
0.42 -3.13 0.21
-1.96 1.11 0.83
2.18 1.45 -2.14
-0.81 1.03 0.05
0.54 -0.07 0.18
0.45 -1.14 0.73
0.00 0.52 -0.11
-1.51 -0.62 0.01
0.25 0.75 0.11
0.42 -0.97 -0.89
0.00 0.11 -0.23
0.23 -0.03 0.18
0.38 0.35 -0.01
0.07 0.00 -0.16
-0.08 -0.03 0.23
0.55 -0.34 -0.03
-0.37 -0.65 0.44
0.59 0.54 -1.06
0.93 -0.18 -0.20
-0.14 -0.12 -0.05
-0.34 0.08 0.01
-0.03 0.20 0.03
-0.19 0.12 0.11
-0.37 0.06 0.16
-0.13 0.13 -0.06
0.24 0.68 0.48
0.26 -0.17 -0.89
0.01 -0.69 0.47
-1.39 -0.43 0.81
-0.02 -0.15 -0.10
0.02 -0.11 -0.14
-0.15 -0.19 -0.11
0.28 0.14 -0.03
0.43 -0.01 -0.25
0.39 0.01 -0.19
-0.50 -0.28 0.03
-0.19 0.15 0.10
0.51 -0.37 -0.35
-0.45 0.49 1.29
0.17 0.06 -0.12
0.16 -0.08 0.09
0.06 0.12 0.01
0.27 -0.13 -0.44
0.05 -0.18 -0.40
0.06 -0.17 -0.32
-0.05 -0.21 0.63
0.18 0.93 0.77
-0.03 -0.71 -0.55
0.11 -0.44 -0.20
0.07 -0.05 -0.13
0.03 0.21 -0.15
-0.02 0.09 -0.35
-0.02 0.21 -0.03
0.10 0.07 0.06
-0.04 0.17 -0.07
0.18 -0.37 -0.17
-0.48 0.35 0.03
0.73 -0.35 -0.15
0.03 0.25 1.14
-0.18 0.27 0.04
-0.14 0.17 0.08
0.02 -0.09 0.07
-0.21 -0.29 -0.29
0.20 0.16 -0.36
-0.13 -0.13 -0.29
0.11 0.46 -0.20
-0.30 0.48 -0.51
-1.38 1.24 -2.18
3.00 -0.55 3.38
-1.25 -0.01 -1.47
-0.61 -1.04 1.24
0.01 -0.12 -0.10
0.08 -0.03 0.17
0.04 -0.25 0.13
0.30 0.15 0.16
0.10 -0.23 0.04
0.00 0.14 -0.72
0.90 0.82 0.09
-0.37 -1.59 0.00
0.87 -1.02 -0.33
1.02 2.72 0.33
-1.80 -1.71 -0.21
-0.78 -0.02 0.56
0.10 0.19 0.07
0.34 0.40 -0.23
-0.18 -0.37 -0.10
0.08 0.27 -0.06
-0.05 -0.03 -0.21
-0.16 0.13 0.01

Frontier orbital gap (alpha / beta) in Eh: 0.312 / 0.317
Net charge: +1
Spin multiplicity: 4



Computed, not measured: a molecular structure, C22H47HoNO4Si2, with ωB97M-V/def2-TZVPD.

Atoms and positions in Å:
O  0.35508  1.59300  0.90280
O  2.85848  1.41426  0.60212
C  -0.22256  2.68215  0.14234
C  -1.54051  3.20887  0.64927
H  -0.35572  2.25203  -0.85366
H  0.53115  3.48761  0.05297
H  -2.28772  2.41201  0.77999
H  -1.90574  3.89483  -0.12387
H  -1.44134  3.78624  1.57677
C  0.17027  1.62005  2.36537
C  0.90267  2.79996  2.92032
H  0.54179  0.66024  2.75326
H  -0.91582  1.63267  2.51933
H  1.94466  2.77693  2.57865
H  0.88861  2.81667  4.01466
H  0.42191  3.70591  2.54569
C  3.87549  0.59267  1.26704
C  3.41996  2.65363  0.06057
C  3.82366  0.76464  2.75807
H  4.85429  0.90190  0.86399
H  3.69213  -0.45258  0.97629
H  4.10002  1.78341  3.03909
H  4.56261  0.08313  3.18025
H  2.84243  0.51577  3.17740
C  4.15860  3.51195  1.05672
H  2.56352  3.19414  -0.35924
H  4.09171  2.38117  -0.77675
H  3.55634  3.78024  1.92721
H  4.40183  4.43126  0.51946
H  5.09854  3.05474  1.37304
H  1.39644  0.55079  0.17251
Ho  -1.01469  -1.10182  0.19452
C  1.29629  -0.44998  -0.56895
Si  2.38627  -0.39920  -2.10441
H  1.51522  -1.35383  0.02757
H  0.38031  -0.48157  -1.25059
C  2.12741  1.25567  -2.94230
C  1.76126  -1.69479  -3.32830
C  4.20200  -0.72513  -1.86808
C  -1.87117  -0.46449  -1.88749
Si  -3.21610  -1.68342  -2.30833
H  -1.17295  -0.37058  -2.73996
H  -2.28123  0.55807  -1.74386
C  -2.65905  -2.73188  -3.76765
C  -4.78436  -0.75708  -2.77137
C  -3.68439  -2.86996  -0.91100
H  4.68632  -0.84921  -2.84648
H  4.39971  -1.64065  -1.29486
H  4.70699  0.10828  -1.36714
H  1.08610  1.36457  -3.27258
H  2.76731  1.34580  -3.83074
H  2.36819  2.09124  -2.27495
H  0.67610  -1.82905  -3.32649
H  2.21781  -2.67285  -3.13882
H  2.04758  -1.40293  -4.34773
H  -4.51385  0.14871  -3.33180
H  -5.32851  -0.44813  -1.86735
H  -5.46257  -1.35682  -3.39254
H  -4.16835  -2.36052  -0.06484
H  -2.84985  -3.47780  -0.52767
H  -4.42410  -3.58284  -1.31148
H  -3.52046  -3.27631  -4.17643
H  -1.89472  -3.46603  -3.47915
H  -2.24373  -2.10089  -4.56580
O  -4.33276  0.47747  2.27914
C  -3.38623  -0.16947  1.89316
O  -2.46588  0.24010  1.01295
C  -3.16859  -1.58207  2.39095
C  -4.07853  -2.31021  3.15450
C  -3.75880  -3.65054  3.42959
C  -2.56431  -4.19474  2.96138
C  -1.69744  -3.42242  2.21685
N  -2.01186  -2.13709  1.93942
H  -4.98309  -1.81797  3.47507
H  -4.45504  -4.25783  4.00625
H  -2.28915  -5.23478  3.15315
H  -0.72593  -3.75532  1.81297

Force components x, y, z for each atom (eV/Å):
-1.68 -0.05 1.35
2.28 0.66 0.44
0.45 -0.13 0.14
-0.41 0.22 -0.09
0.04 0.06 -0.04
-0.35 -0.25 0.15
0.35 0.37 -0.05
-0.06 -0.03 0.19
-0.08 -0.17 -0.21
-0.37 0.06 -1.38
0.23 0.26 0.30
0.13 0.15 -0.27
0.25 0.17 0.34
-0.41 -0.01 0.16
-0.05 0.02 -0.14
0.21 0.07 0.20
-0.58 0.76 -0.97
-0.38 -1.01 0.02
0.27 -0.12 0.23
-0.19 -0.37 0.20
0.02 0.29 0.01
-0.14 -0.19 0.10
0.00 0.00 0.25
0.17 0.07 -0.13
0.11 0.30 -0.23
0.19 -0.16 0.13
-0.20 0.16 0.28
0.10 -0.05 -0.13
0.14 0.08 0.18
-0.11 0.10 0.06
-0.42 -2.55 -2.26
0.05 2.10 -0.73
0.02 1.21 0.40
0.43 0.06 -0.93
-0.23 -0.34 -0.31
0.79 0.09 0.64
-0.05 0.20 0.18
0.09 -0.14 0.12
0.37 0.01 0.24
0.34 0.06 0.12
-0.35 0.53 -0.99
-0.28 -0.24 0.17
0.04 -0.52 0.16
0.02 -0.06 0.09
-0.05 0.00 0.08
-0.01 -0.03 0.26
-0.19 0.03 0.14
-0.03 0.17 -0.08
-0.04 -0.16 -0.04
0.14 0.03 0.05
-0.13 -0.09 0.18
-0.12 -0.12 -0.20
0.00 0.05 -0.01
-0.07 0.05 -0.01
-0.03 -0.03 0.21
-0.12 -0.21 0.11
0.07 0.02 -0.23
0.11 0.11 0.16
0.10 -0.11 -0.15
-0.09 -0.06 0.00
0.27 0.18 0.11
0.22 0.02 0.05
-0.10 0.08 -0.13
-0.11 -0.15 0.19
0.51 -0.45 -0.15
0.05 1.11 -0.47
-0.80 -0.94 1.09
0.68 -0.92 -0.22
0.85 -0.26 -0.33
-0.23 0.63 -0.06
0.31 -0.82 0.08
-0.39 1.11 0.03
-0.83 -1.04 0.99
-0.10 -0.08 0.09
0.22 0.09 -0.14
-0.26 0.35 0.05
-0.59 -0.21 0.36

Frontier orbital gap (alpha / beta) in Eh: 0.279 / 0.279
Net charge: +1
Spin multiplicity: 5



| no. | maximum force (eV/Å) | total energy (a.u.) |
| --- | --- | --- |
| 1 | 2.45 | -1451.729939 |
| 2 | 4.55 | -5008.985997 |
| 3 | 3.43 | -2749.013772 |